Record 1
C52H73N6OP2ScSi | wB97M-V/def2-TZVPD

Properties
Charge = +2
HOMO energy = -12.3481 eV
ΔE to the lowest compared entry with this formula, charge and spin = 0.574 eV
Lowest unoccupied orbital energy = -5.07 eV

Atoms and positions in Å:
Sc -0.51932 -0.52082 -0.16601
C -2.99209 -2.75062 3.74486
C -3.45327 -2.37266 2.36542
C -3.72699 -3.33571 1.39810
C -4.22064 -2.98599 0.14852
C -4.47297 -1.65464 -0.15191
C -4.23935 -0.68290 0.81590
C -3.71352 -1.03879 2.05328
H -3.83110 -2.72851 4.44298
H -2.23989 -2.05134 4.11367
H -2.57354 -3.75665 3.76876
H -3.60452 -4.37979 1.66712
H -4.44918 -3.75571 -0.57995
H -4.90804 -1.37719 -1.10431
H -4.52392 0.34587 0.62501
H -3.55622 -0.28466 2.81784
C 0.54920 -3.20793 2.66106
Si 0.59214 -1.41221 2.08282
C 2.45540 -1.01412 1.91212
C 3.24634 -1.05497 3.06720
C 4.61134 -0.82953 3.03106
C 5.23540 -0.55753 1.81943
C 4.48039 -0.50537 0.66217
C 3.10004 -0.72706 0.70291
P 2.15126 -0.59840 -0.84544
C 2.62266 -2.09051 -1.80643
C 2.51214 -3.36653 -0.95672
C 2.57226 -4.63127 -1.83836
C 3.27746 -4.34659 -3.16030
C 2.47058 -3.33999 -3.98980
C 1.83567 -2.24237 -3.11039
C 2.90405 0.85754 -1.73135
C 1.80970 1.72237 -2.35874
C 2.36551 2.97169 -3.03809
C 3.45395 2.62368 -4.04725
C 4.55540 1.80999 -3.37799
C 3.99175 0.52950 -2.76372
C 0.04982 -0.31421 3.52789
C 0.21560 -0.76249 4.84293
C 0.06825 0.08510 5.92865
C -0.23630 1.42261 5.71786
C -0.44491 1.88278 4.42898
C -0.33273 1.02340 3.33045
P -0.72921 1.62953 1.64923
C 0.42005 3.02769 1.27982
C 0.18886 4.35867 2.00357
C 1.16947 5.41148 1.48612
C 2.61421 4.95529 1.66778
C 2.85469 3.61045 0.98885
C 1.86594 2.55737 1.48031
C -2.46443 2.28958 1.70180
C -2.75837 3.17640 0.46236
C -3.83724 4.22421 0.74621
C -4.98717 3.59414 1.51925
C -4.51211 3.09586 2.89807
C -2.98777 2.93792 2.98791
H 1.29469 -3.38488 3.44011
H 0.78597 -3.88349 1.83461
H -0.43038 -3.48470 3.05692
H 2.78098 -1.25722 4.02633
H 5.19161 -0.86507 3.94418
H 6.30269 -0.38377 1.77886
H 4.97612 -0.28470 -0.27495
H 3.67685 -1.93628 -2.05415
H 1.58222 -3.35132 -0.37576
H 3.32124 -3.37538 -0.22458
H 1.56098 -4.98501 -2.05586
H 3.07398 -5.43232 -1.29429
H 3.42240 -5.26526 -3.72937
H 4.27977 -3.95830 -2.95919
H 1.67871 -3.86327 -4.53038
H 3.11074 -2.88609 -4.74801
H 0.80116 -2.49978 -2.86660
H 1.78804 -1.30099 -3.66229
H 3.36535 1.44387 -0.92773
H 1.10994 2.01582 -1.56989
H 1.24270 1.12848 -3.08752
H 2.78706 3.63571 -2.27582
H 1.55228 3.52168 -3.51813
H 3.86354 3.53345 -4.48716
H 3.02115 2.04393 -4.87028
H 5.02744 2.41171 -2.59346
H 5.33913 1.55785 -4.09334
H 4.79992 -0.05722 -2.32462
H 3.56386 -0.07892 -3.56652
H 0.48393 -1.79794 5.02435
H 0.20412 -0.29030 6.93494
H -0.32939 2.10239 6.55466
H -0.71886 2.91804 4.29022
H 0.29045 3.21658 0.20436
H 0.35784 4.22404 3.07448
H -0.83949 4.70388 1.87930
H 1.00028 6.35684 2.00323
H 0.97241 5.59632 0.42337
H 2.82992 4.86150 2.73743
H 3.30131 5.70624 1.27588
H 3.87684 3.26711 1.16325
H 2.74083 3.73102 -0.09591
H 2.03204 2.35966 2.54461
H 2.03575 1.60405 0.97163
H -3.04487 1.37344 1.58674
H -3.10656 2.53541 -0.35344
H -1.85800 3.68125 0.10483
H -4.18411 4.64768 -0.19751
H -3.41599 5.05537 1.31832
H -5.38851 2.76245 0.92962
H -5.80808 4.30112 1.63372
H -4.98115 2.13509 3.12762
H -4.83615 3.78202 3.68140
H -2.75449 2.32135 3.85447
H -2.50986 3.90609 3.15317
N -1.25681 -6.85660 -2.27431
C -1.26793 -5.79858 -1.47331
N -1.35873 -5.96238 -0.15291
N -1.17505 -4.60088 -2.05511
C -1.18463 -3.49699 -1.42142
N -1.13348 -2.42952 -0.94658
H -1.30162 -7.79908 -1.92747
H -1.18793 -6.70595 -3.26697
H -1.38274 -6.87519 0.26987
H -1.33799 -5.15934 0.45465
N -3.71823 -1.78575 -4.90839
C -3.27582 -0.54937 -5.25250
O -3.34954 -0.10615 -6.37511
C -2.64490 0.28442 -4.16335
C -2.50233 1.64674 -4.40299
C -1.92253 2.44192 -3.43187
C -1.47574 1.84470 -2.26944
N -1.57138 0.52779 -2.03342
C -2.16619 -0.22784 -2.97348
H -4.18646 -2.31603 -5.62554
H -3.83255 -2.07385 -3.95501
H -2.85467 2.04621 -5.34537
H -1.81157 3.50872 -3.56653
H -1.02176 2.44151 -1.49183
H -2.22447 -1.28378 -2.74895

Record 2
C52H74BrN24O2PS2 | wB97M-V/def2-TZVPD

Properties
Charge = 0
HOMO energy = -8.9427 eV
ΔE to the lowest compared entry with this formula, charge and spin = 0.000 eV
Lowest unoccupied orbital energy = -0.56 eV

Atoms and positions in Å:
C -4.25170 1.80436 1.53658
C -3.69087 0.59239 0.84143
O -3.73250 -0.46843 1.39152
N -3.11389 0.64608 -0.50696
C -3.91090 1.36829 -1.51147
C -4.19751 2.83445 -1.41662
O -4.32703 0.70871 -2.42055
C -1.66338 0.92537 -0.52089
C -1.31085 1.38757 -1.87265
N -1.05183 1.72357 -2.93593
C -1.18807 1.98643 0.49518
C 0.12950 2.71643 0.18133
C 0.93377 2.92995 1.47316
Br -0.28094 4.46293 -0.58135
C -0.87134 -0.43570 -0.40579
C -0.81400 -0.92046 0.95677
N -0.85195 -1.24226 2.05583
N 0.49930 -0.16630 -0.91490
C 1.49891 -0.71572 -0.49549
S 2.81161 -1.44350 -0.17049
P -1.53912 -1.80147 -1.53773
S -2.94037 -2.90990 -0.82260
H -3.91521 1.79016 2.56858
H -5.33661 1.70472 1.56044
H -4.00595 2.75773 1.09207
H -4.53246 3.18085 -2.38524
H -4.94448 3.06154 -0.66426
H -3.28981 3.39063 -1.17680
H -1.96730 2.73936 0.53280
H -1.13262 1.55157 1.49084
H 0.76723 2.17242 -0.50025
H 0.73086 3.88289 1.94485
H 0.79035 2.09774 2.15629
H 1.98996 2.93419 1.21035
H -0.36622 -2.52795 -1.75215
H -1.80477 -1.16587 -2.75654
C 6.68599 -0.46749 -2.44002
C 5.47678 0.32157 -2.27211
N 4.52710 0.95272 -2.14653
H 7.56177 0.15236 -2.25804
H 6.68837 -1.30552 -1.74671
H 6.72922 -0.85239 -3.45854
C -3.42550 4.80945 -5.55249
C -3.31403 5.24850 -4.17037
N -3.21395 5.59465 -3.08100
H -4.17427 5.40648 -6.06907
H -2.46572 4.92568 -6.05172
H -3.71805 3.76133 -5.58249
C 3.67537 1.09394 4.47627
C 2.89061 2.30663 4.29778
N 2.26689 3.25939 4.15963
H 4.65243 1.34458 4.88419
H 3.16270 0.42164 5.16187
H 3.80629 0.59478 3.51751
C -3.12777 -2.27860 4.27684
C -3.64746 -1.73509 5.52083
N -4.04327 -1.30467 6.50864
H -2.60158 -3.21100 4.47350
H -3.94426 -2.46318 3.58164
H -2.43719 -1.57150 3.82554
C 0.98372 -6.11258 0.23353
C 0.21804 -5.38713 -0.76753
N -0.38740 -4.81910 -1.56018
H 1.08295 -5.50516 1.13169
H 0.47631 -7.04176 0.49334
H 1.97429 -6.34487 -0.15223
C -1.68192 -2.04904 8.90814
C -0.25982 -2.02400 8.61804
N 0.86241 -2.01745 8.37931
H -1.87826 -2.80416 9.66802
H -2.00212 -1.07657 9.27771
H -2.23969 -2.28066 8.00437
C 3.03618 -0.66661 10.37368
C 3.37074 -0.61772 11.78923
N 3.64045 -0.58016 12.90403
H 2.22596 0.02476 10.15514
H 3.90643 -0.39806 9.77783
H 2.71129 -1.66818 10.10189
C 8.64342 -4.10394 -2.77869
C 7.98769 -3.63269 -1.56700
N 7.47533 -3.26442 -0.60872
H 8.09964 -4.95374 -3.18577
H 8.66967 -3.30874 -3.52156
H 9.66220 -4.40883 -2.54921
C -7.00688 -1.41334 -2.40053
C -8.09115 -1.69053 -1.47059
N -8.94660 -1.90843 -0.73710
H -7.41336 -1.07905 -3.35280
H -6.35823 -0.63780 -2.00111
H -6.41882 -2.31375 -2.56617
C -3.65917 8.47492 -1.40984
C -4.47592 9.64316 -1.70003
N -5.11763 10.56547 -1.93086
H -2.69785 8.78855 -1.00721
H -4.16254 7.84424 -0.68017
H -3.49563 7.89784 -2.31562
C 1.57913 0.96602 -4.78182
C 1.97899 1.40986 -6.10535
N 2.38480 1.75673 -7.11984
H 2.12208 1.53291 -4.02733
H 0.50977 1.09555 -4.62391
H 1.82666 -0.08926 -4.67530
C 2.78182 -4.25143 11.97264
C 1.46382 -4.03844 11.39353
N 0.42187 -3.86614 10.94701
H 3.54620 -4.11625 11.20940
H 2.94973 -3.53552 12.77611
H 2.85042 -5.26167 12.37085
C 4.95426 3.39770 -9.07709
C 6.36796 3.16529 -8.83256
N 7.46860 2.98895 -8.56210
H 4.37932 2.76352 -8.40448
H 4.70940 4.44037 -8.88592
H 4.69686 3.15095 -10.10500
C -6.01701 -2.02251 9.42821
C -5.71225 -1.77087 10.82874
N -5.46559 -1.57240 11.93131
H -6.84854 -1.39619 9.11172
H -5.15111 -1.79335 8.80895
H -6.28684 -3.06803 9.29140
C -2.21521 -8.79045 2.13037
C -0.76640 -8.73703 2.00729
N 0.37588 -8.69528 1.90522
H -2.49201 -9.51541 2.89302
H -2.59751 -7.81101 2.41114
H -2.65412 -9.08526 1.17938
C -6.88847 13.33311 -1.85816
C -7.18291 14.64779 -2.41056
N -7.41571 15.68300 -2.84686
H -7.78880 12.90959 -1.41738
H -6.52839 12.66722 -2.63697
H -6.12167 13.41522 -1.09153
C 9.75928 1.74718 -6.57773
C 9.90131 0.50898 -5.82671
N 10.01839 -0.45402 -5.21344
H 9.99154 1.58451 -7.62711
H 8.73404 2.09941 -6.50470
H 10.43054 2.50216 -6.17300
C 8.01554 -3.32455 -5.81815
C 8.14553 -4.54707 -5.04004
N 8.24894 -5.50706 -4.41926
H 8.24177 -3.52388 -6.86397
H 6.99789 -2.94735 -5.73872
H 8.70335 -2.56781 -5.44395
C -9.48391 -3.58289 -4.97365
C -8.11140 -3.24426 -5.32211
N -7.02878 -2.97376 -5.58719
H -10.10833 -3.55047 -5.86409
H -9.51899 -4.58357 -4.54805
H -9.86625 -2.87355 -4.24146
C 3.38131 -3.33616 -5.25073
C 4.25479 -2.18438 -5.42687
N 4.94814 -1.28085 -5.56693
H 3.73062 -3.93951 -4.41514
H 2.36496 -3.00246 -5.05125
H 3.38583 -3.94321 -6.15372

Q: What is the formula in the second record?
A: C52H74BrN24O2PS2